45
Properties=species:S:1:pos:R:3 method="wB97M-V/def2-TZVPD" charge=-1 e_lumo_ha="0.083 / 0.083" homo_ev="-4.24 / -4.19" multiplicity=4 e_above_lowest_kj_mol=26.0
Cr 11.738 9.912 8.015
S 13.884 9.232 7.502
C 14.695 10.780 7.391
C 16.120 10.601 7.360
N 17.237 10.328 7.378
C 14.002 11.906 7.324
S 12.360 12.121 7.575
C 14.682 13.168 6.884
N 15.246 14.133 6.559
C 5.832 10.061 7.498
N 7.206 9.906 7.076
C 7.464 10.074 5.707
C 8.705 10.161 5.279
C 9.715 9.935 6.314
O 10.892 9.617 6.046
N 9.463 10.156 7.608
C 8.210 10.261 8.060
O 7.797 10.460 9.175
H 5.649 9.415 8.422
H 5.224 9.666 6.667
H 5.600 11.063 7.810
H 6.570 10.054 5.141
H 9.021 10.243 4.218
Te 12.081 10.618 10.591
C 13.178 8.972 11.436
C 13.582 7.752 10.896
C 14.411 6.983 11.801
C 14.614 7.565 12.976
S 13.842 9.135 13.032
H 13.307 7.440 9.904
H 14.782 5.983 11.540
H 15.065 7.257 13.902
N 11.917 6.880 6.585
C 11.064 6.853 7.652
C 10.411 5.613 7.940
C 9.426 5.628 8.904
C 9.208 6.771 9.665
C 9.938 7.916 9.393
N 10.925 7.955 8.480
H 11.688 6.234 5.813
H 12.093 7.880 6.314
H 10.630 4.712 7.372
H 8.779 4.747 9.052
H 8.435 6.720 10.399
H 9.826 8.803 9.950



18
Properties=species:S:1:pos:R:3 method="wB97M-V/def2-TZVPD" charge=+1 e_lumo_ha="-0.294 / -0.294" homo_ev="-11.83 / -11.83"
C -2.524 -2.879 -0.713
C 0.479 2.151 1.028
C -2.252 -2.317 0.595
C 1.883 1.724 -1.342
F 0.780 2.390 -1.725
F 2.336 1.012 -2.309
F 2.774 2.666 -0.933
P 1.337 0.708 0.294
S 3.122 0.781 1.329
H -3.540 -3.478 -0.734
H -2.931 -2.040 -1.236
H -1.579 -3.317 -1.301
H -0.621 2.405 0.788
H 0.941 3.043 0.631
H 0.589 1.970 2.130
H -3.118 -1.923 1.356
H -1.275 -2.335 1.069
H 3.599 -0.562 1.074



60
Properties=species:S:1:pos:R:3 method="wB97M-V/def2-TZVPD" charge=0 e_lumo_ha="0.003 / -0.045" homo_ev="-8.47 / -9.02" multiplicity=5 e_above_lowest_kj_mol=0.0
Ru 0.377 -1.700 -1.851
Br 4.793 -1.724 4.432
C 4.818 -1.654 2.545
C 6.020 -1.448 1.881
N 6.108 -1.383 0.557
C 4.989 -1.524 -0.148
C 3.746 -1.732 0.436
C 3.654 -1.799 1.819
C 2.523 -1.843 -0.403
O 2.611 -1.761 -1.659
O 1.395 -1.975 0.151
H 6.939 -1.330 2.443
H 5.069 -1.469 -1.226
H 2.696 -1.958 2.295
C -3.722 4.069 -0.583
C -2.342 4.194 -0.656
C -1.577 3.153 -1.163
C -2.177 1.976 -1.608
C -3.568 1.867 -1.531
C -4.337 2.905 -1.024
Si -1.219 0.478 -2.200
C 0.592 0.765 -2.583
C 1.465 1.256 -1.594
C 2.815 1.408 -1.853
C 3.331 1.044 -3.093
C 2.497 0.527 -4.070
C 1.137 0.388 -3.821
H -4.318 4.881 -0.185
H -1.863 5.104 -0.319
H -0.500 3.263 -1.215
H -4.060 0.959 -1.865
H -5.413 2.806 -0.972
H -1.910 -0.084 -3.375
H 1.077 1.502 -0.612
H 3.472 1.794 -1.084
H 4.390 1.150 -3.288
H 2.902 0.227 -5.027
H 0.487 -0.003 -4.596
C -2.360 1.011 2.090
C -1.505 -0.226 1.851
C -0.555 -0.461 3.007
O -0.715 0.050 0.659
B -1.358 -0.543 -0.393
O -2.401 -1.338 -0.026
C -2.331 -1.482 1.425
C -1.611 -2.796 1.689
C -3.744 -1.525 1.969
H -1.703 1.873 2.203
H -2.960 0.911 2.995
H -3.025 1.204 1.246
H -0.020 0.463 3.233
H 0.174 -1.230 2.759
H -1.103 -0.764 3.901
H -0.592 -2.773 1.299
H -2.152 -3.596 1.184
H -1.577 -3.020 2.756
H -4.324 -0.662 1.646
H -3.731 -1.552 3.060
H -4.241 -2.426 1.612
I -1.059 -3.445 -3.123



33
Properties=species:S:1:pos:R:3 method="wB97M-V/def2-TZVPD" charge=0 e_lumo_ha=0.023 smiles="C/C=C/C(N)=C/CC.O.O.O.O" homo_ev=-7.84 e_above_lowest_kj_mol=0.0
C -4.077 -0.725 0.273
C -2.688 -0.291 -0.163
C -1.596 -0.679 0.480
C -0.195 -0.259 0.185
N 0.696 -0.963 1.008
C 0.150 0.490 -0.864
C 1.498 1.082 -1.068
C 1.568 2.174 -2.143
H -4.273 -1.718 -0.136
H -4.844 -0.041 -0.088
H -4.159 -0.735 1.360
H -2.726 0.383 -1.002
H -1.739 -1.294 1.364
H 1.660 -0.646 1.017
H 0.410 -1.058 1.974
H -0.663 0.871 -1.473
H 1.800 1.629 -0.152
H 2.330 0.389 -1.148
H 2.419 2.837 -1.980
H 1.749 1.705 -3.112
H 0.675 2.798 -2.143
O 0.784 0.360 3.823
H 0.473 1.094 3.265
H 0.514 0.437 4.737
O 2.795 -3.175 -0.670
H 3.299 -2.406 -0.950
H 2.068 -2.837 -0.130
O -0.820 1.947 2.339
H -1.352 1.200 2.026
H -0.834 2.518 1.560
O 1.876 -1.366 -2.577
H 1.083 -1.425 -3.133
H 2.120 -2.297 -2.477



52
Properties=species:S:1:pos:R:3 method="wB97M-V/def2-TZVPD" charge=0 e_lumo_ha=0.023 smiles="CCC(=O)c1ccc(OC[C@H](O)CN(C)C2CCCCC2)cc1" homo_ev=-8.57 e_above_lowest_kj_mol=63.3
C 5.047 0.666 5.175
C 3.911 -0.237 5.658
C 3.493 -1.201 4.565
O 3.716 -2.389 4.659
C 2.847 -0.631 3.362
C 2.817 -1.415 2.209
C 2.246 -0.964 1.037
C 1.674 0.306 0.993
O 1.101 0.882 -0.092
C 0.978 0.160 -1.298
C -0.184 -0.856 -1.284
O -0.244 -1.507 -2.526
C -1.517 -0.153 -0.962
N -1.866 0.750 -2.052
C -1.875 2.141 -1.644
C -3.018 0.320 -2.843
C -2.956 0.891 -4.263
C -4.051 0.263 -5.121
C -5.425 0.534 -4.515
C -5.492 0.013 -3.082
C -4.390 0.640 -2.232
C 1.685 1.093 2.150
C 2.262 0.636 3.312
H 5.905 0.063 4.887
H 4.738 1.255 4.315
H 5.352 1.341 5.970
H 4.249 -0.826 6.512
H 3.057 0.366 5.971
H 3.262 -2.398 2.251
H 2.253 -1.604 0.169
H 1.912 -0.350 -1.559
H 0.768 0.913 -2.063
H 0.006 -1.633 -0.536
H -0.604 -0.865 -3.153
H -1.409 0.389 -0.019
H -2.282 -0.923 -0.823
H -2.644 2.368 -0.892
H -2.037 2.773 -2.514
H -0.904 2.386 -1.218
H -2.936 -0.770 -2.928
H -3.100 1.972 -4.240
H -1.973 0.693 -4.697
H -4.005 0.669 -6.134
H -3.888 -0.815 -5.186
H -6.198 0.057 -5.120
H -5.614 1.610 -4.516
H -6.468 0.241 -2.649
H -5.374 -1.074 -3.085
H -4.536 1.721 -2.197
H -4.441 0.257 -1.210
H 1.229 2.069 2.103
H 2.236 1.268 4.186



9
Properties=species:S:1:pos:R:3 method="wB97M-V/def2-TZVPD" charge=-2 e_lumo_ha="0.226 / 0.224" homo_ev="1.64 / 0.68" multiplicity=3 e_above_lowest_kj_mol=40.6
C 0.029 0.275 0.067
C 1.598 0.498 0.234
O 4.374 -0.099 0.782
O 3.233 -0.402 -1.590
O 2.626 -1.938 0.462
P 3.167 -0.590 -0.043
Cl 1.976 2.123 0.058
H -0.823 0.995 -0.335
H -0.357 -0.699 0.193



26
Properties=species:S:1:pos:R:3 method="wB97M-V/def2-TZVPD" charge=0 e_lumo_ha=0.032 smiles=COC(C)(C)N.COC homo_ev=-9.36 e_above_lowest_kj_mol=103.0
C 0.601 2.010 0.003
O 0.538 0.725 0.560
C 1.254 -0.378 -0.054
C 1.157 -0.380 -1.580
C 2.725 -0.376 0.392
N 0.642 -1.584 0.434
H -0.079 2.628 0.600
H 1.610 2.434 0.068
H 0.275 2.031 -1.042
H 1.696 0.458 -2.018
H 0.123 -0.356 -1.898
H 1.601 -1.303 -1.934
H 2.794 -0.008 1.418
H 3.098 -1.391 0.360
H 3.334 0.263 -0.251
H 0.696 -1.613 1.446
H -0.341 -1.616 0.180
C -2.563 -0.081 -0.791
O -2.321 -0.979 0.261
C -2.249 -0.342 1.518
H -1.787 0.689 -0.843
H -2.570 -0.667 -1.709
H -3.536 0.414 -0.671
H -3.170 0.216 1.726
H -1.394 0.338 1.565
H -2.133 -1.133 2.257



67
Properties=species:S:1:pos:R:3 method="wB97M-V/def2-TZVPD" charge=+3 e_lumo_ha="-0.384 / -0.426" homo_ev="-15.85 / -15.85" multiplicity=2 e_above_lowest_kj_mol=0.0
Nb -0.065 0.551 -0.117
Br -1.180 4.551 2.874
C 0.165 3.281 3.078
C 0.894 3.346 4.296
C 1.963 2.488 4.570
Br 2.884 2.669 6.178
C 2.383 1.461 3.621
C 3.389 0.494 3.737
C 3.515 -0.447 2.667
C 2.642 -0.491 1.597
N 1.649 0.422 1.477
C 1.581 1.431 2.411
C 0.506 2.289 2.158
O -0.231 2.039 1.009
H 0.708 4.059 5.096
H 4.020 0.438 4.609
H 4.355 -1.167 2.689
H 2.649 -1.281 0.855
N -6.918 -3.956 2.829
C -5.899 -3.089 2.470
C -4.571 -3.372 2.928
C -3.509 -2.545 2.564
C -3.753 -1.343 1.844
C -5.072 -1.070 1.370
C -6.125 -1.964 1.667
S -2.361 -0.252 1.731
O -1.844 0.099 2.998
O -2.661 0.745 0.744
N -1.029 -1.045 1.016
C -1.246 -1.861 -0.050
N -2.062 -2.909 0.002
C -2.063 -3.660 -1.101
C -1.340 -3.424 -2.277
C -0.612 -2.261 -2.292
N -0.489 -1.581 -1.138
H -6.676 -4.803 3.322
H -7.870 -3.802 2.499
H -4.433 -4.214 3.590
H -2.492 -2.822 2.886
H -5.261 -0.194 0.740
H -7.099 -1.800 1.239
H -2.733 -4.503 -1.029
H -1.325 -4.186 -3.043
H -0.142 -1.876 -3.203
F -1.109 0.792 -1.737
As -1.133 3.258 -2.546
F 0.224 3.061 -1.377
F -0.022 2.904 -3.840
F -0.932 4.965 -2.653
F -2.434 2.718 -3.622
F -2.251 3.350 -1.198
N 1.759 0.264 -1.250
C 2.593 0.633 -2.019
N 3.565 1.075 -2.749
C 4.969 0.691 -2.602
C 5.399 0.024 -3.937
O 5.175 0.885 -5.087
C 3.783 1.244 -5.171
C 3.251 1.934 -3.892
H 5.128 0.011 -1.745
H 5.600 1.571 -2.434
H 4.866 -0.915 -4.103
H 6.480 -0.184 -3.987
H 3.177 0.359 -5.428
H 3.739 1.916 -6.059
H 2.172 2.110 -3.915
H 3.758 2.889 -3.761



27
Properties=species:S:1:pos:R:3 method="wB97M-V/def2-TZVPD" charge=0 e_lumo_ha=0.030 smiles="Cc1ccccc1.CCC(N)=O" homo_ev=-9.06 e_above_lowest_kj_mol=82.9
C -2.184 0.050 -3.883
C -1.804 0.219 -2.468
C -0.626 -0.448 -2.026
C -0.227 -0.522 -0.707
C -0.990 0.175 0.241
C -2.111 0.824 -0.187
C -2.631 0.782 -1.497
H -1.889 -0.882 -4.349
H -1.755 0.845 -4.508
H -3.269 0.262 -3.962
H -0.022 -0.872 -2.818
H 0.769 -0.867 -0.576
H -0.704 0.315 1.275
H -2.662 1.436 0.526
H -3.632 1.075 -1.763
C 2.734 1.220 1.572
C 2.234 -0.217 1.674
C 1.359 -0.457 2.926
N 1.100 -1.802 3.060
O 1.027 0.327 3.781
H 2.405 1.820 2.431
H 2.611 1.612 0.561
H 3.799 1.217 1.791
H 1.583 -0.514 0.850
H 3.025 -0.953 1.758
H 0.569 -2.090 3.870
H 1.287 -2.555 2.427



14
Properties=species:S:1:pos:R:3 method="wB97M-V/def2-TZVPD" charge=0 e_lumo_ha="-0.042 / -0.042" homo_ev="-9.16 / -9.15" e_above_lowest_kj_mol=127.0
C 0.094 -0.045 0.058
C 0.219 1.226 -0.335
C -1.180 -1.897 -0.985
C 0.826 2.356 0.407
N -0.700 -2.903 -0.504
N 0.464 -0.888 1.151
O 1.510 -1.512 1.064
O -0.361 -0.959 2.058
Cl -0.619 1.692 -1.864
Cl -2.217 -1.243 -2.026
H 0.065 3.092 0.701
H 1.552 2.090 1.171
H 1.438 2.801 -0.443
H -1.092 -3.810 -0.452



9
Properties=species:S:1:pos:R:3 method="wB97M-V/def2-TZVPD" charge=0 e_lumo_ha=0.002 smiles="N#CC(N)=O.I" homo_ev=-9.77 e_above_lowest_kj_mol=7.2
N 1.245 -0.693 1.661
C 0.636 -1.013 0.746
C -0.060 -1.416 -0.476
N -0.991 -0.515 -0.859
O 0.197 -2.441 -1.055
H -1.121 0.362 -0.384
H -1.479 -0.658 -1.727
I 3.478 2.162 1.717
H 2.669 0.833 1.993



8
Properties=species:S:1:pos:R:3 method="wB97M-V/def2-TZVPD" charge=0 e_lumo_ha="-0.021 / -0.018" homo_ev="-9.79 / -9.62" e_above_lowest_kj_mol=431.7
C 0.035 -0.457 0.587
C -0.019 0.217 -0.688
N -0.162 0.931 0.598
F -0.915 -1.335 0.969
F 1.070 0.517 -1.389
H 1.882 -1.200 0.744
H -0.757 0.227 -1.576
H -1.135 1.100 0.755



Number 1: energy -100152.9619 eV. Number 2: energy -32559.5821 eV. Number 3: energy -124272.4543 eV. Number 4: energy -17278.8802 eV. Number 5: energy -27806.1941 eV. Number 6: energy -30056.9204 eV. Number 7: energy -12081.9009 eV. Number 8: energy -273439.3493 eV. Number 9: energy -14150.7202 eV. Number 10: energy -36325.1375 eV. Number 11: energy -15250.5615 eV. Number 12: energy -9042.1643 eV.